Molecular formula: C12H40BO12
Method: DFT, ωB97M-V with the def2-TZVPD basis set

Summary:
Orbital gap (eV): 10.02
Total energy (hartree): -1408.86128
Charge: -1
LUMO energy (eV): 2.89

Last column: natural (NBO) charge in e.
CARTESIAN COORDINATES (ANGSTROEM)
H  0.126  -1.243  1.902  0.506
H  2.326  0.118  5.098  0.139
H  -4.143  -0.008  -2.417  0.469
H  0.974  -0.027  -0.592  0.021
H  -2.712  -3.622  -2.675  0.470
H  -4.588  -0.921  -0.073  0.156
H  -0.516  -1.905  -1.412  0.504
H  -0.503  5.281  -0.432  0.169
H  -2.375  -2.606  3.350  0.142
C  3.126  -0.017  3.072  -0.089
C  -1.150  -2.690  1.706  -0.097
C  2.606  1.410  -3.010  -0.083
H  3.596  0.688  -1.216  0.191
H  0.539  -2.360  -3.266  0.163
H  -0.974  0.442  -0.873  0.538
H  -0.249  5.302  2.203  0.166
H  -1.961  5.238  0.579  0.169
O  2.670  -0.565  1.853  -0.748
H  -1.752  -1.653  -3.635  0.182
H  1.730  1.454  0.455  -0.019
H  -0.937  -3.288  0.813  0.187
H  1.623  2.182  -1.527  0.511
C  3.819  0.996  -2.236  -0.086
H  0.126  -4.036  -3.128  0.173
H  -0.572  -3.708  3.971  0.476
H  1.297  -0.617  3.890  0.201
H  0.757  2.867  1.202  0.503
H  -1.247  -2.802  -4.907  0.167
O  1.951  2.505  -2.392  -0.755
O  -4.376  -0.891  -2.116  -0.720
O  -0.055  -2.077  2.353  -0.747
H  -1.023  3.757  2.218  0.168
O  1.265  1.407  3.903  -0.717
H  2.252  0.157  1.351  0.509
O  -2.522  -3.641  -3.620  -0.730
C  -1.995  -3.441  2.732  -0.077
C  -1.058  4.689  0.304  -0.093
H  -2.858  -3.931  2.290  0.178
C  -0.280  -3.039  -2.967  -0.088
H  -3.374  -2.054  -0.750  0.178
O  -1.264  -4.277  3.617  -0.726
H  1.854  2.167  3.921  0.467
B  0.711  0.985  0.009  -0.873
O  -0.615  -2.848  -1.603  -0.754
O  -1.630  -0.096  -1.368  -0.791
O  0.899  3.744  1.578  -0.745
C  1.988  0.213  4.054  -0.100
H  -0.149  0.653  0.792  -0.007
H  -2.513  0.043  0.555  0.186
C  -3.800  -1.053  -0.828  -0.084
H  3.598  0.954  2.844  0.151
C  -0.367  4.391  1.604  -0.094
H  1.872  0.596  -3.052  0.172
C  -1.474  -2.690  -3.844  -0.092
H  -0.690  2.881  -0.400  0.493
H  5.234  0.117  -3.302  0.458
O  -1.454  3.475  -0.347  -0.761
C  -2.775  -0.008  -0.511  -0.111
H  0.233  1.782  -0.759  -0.053
H  -1.840  -1.911  1.347  0.155
H  2.916  1.600  -4.040  0.163
H  -3.184  1.012  -0.648  0.170
O  4.425  -0.169  -2.873  -0.738
H  3.879  -0.694  3.472  0.175
H  4.581  1.779  -2.221  0.154

Force components x, y, z for each atom (eV/Å):
0.31 -0.04 -0.04
0.26 0.05 -0.09
0.01 -0.03 -0.10
0.25 -0.06 -0.30
0.00 0.07 0.02
0.01 -0.31 0.01
-0.29 0.12 0.06
0.33 0.19 0.41
-0.37 -0.29 -0.03
-0.23 0.72 -0.50
-1.26 -0.01 -0.47
-0.92 -0.30 0.41
-0.22 0.18 0.05
-0.06 -0.04 0.19
0.03 -0.35 -0.78
0.18 0.09 -0.29
-0.14 -0.05 -0.22
0.05 0.04 -0.01
-0.31 -0.08 0.04
0.05 0.18 0.32
0.73 -0.08 0.28
0.10 0.19 -0.57
1.17 -1.06 -0.21
-0.45 -0.26 0.13
0.11 -0.07 -0.08
-0.16 0.17 0.05
0.26 -0.29 0.07
0.21 0.16 0.03
0.53 0.31 -0.21
0.13 -0.06 -0.09
-0.12 -0.36 -0.04
-0.31 0.06 -0.27
-0.37 0.23 -0.34
0.00 -0.28 -0.05
-0.08 0.46 0.01
0.47 1.76 0.98
-0.12 -0.88 -0.54
0.22 -0.47 -0.06
0.53 1.23 -0.52
0.01 -0.04 -0.05
-0.12 -0.42 -0.47
0.08 -0.03 -0.12
0.00 -0.63 -0.11
0.19 -0.48 -0.04
-0.21 0.02 1.06
-0.28 0.67 -0.48
0.22 -0.85 0.66
0.02 0.28 0.58
0.20 -0.67 -0.10
-0.34 0.41 0.40
0.22 -0.09 0.31
0.35 -0.08 1.36
0.35 -0.31 -0.07
0.12 -1.17 0.05
-0.05 0.10 -0.07
-0.03 -0.01 -0.03
-0.51 0.57 0.29
0.33 1.24 -0.39
0.00 -0.05 -0.22
0.11 -0.06 -0.10
-0.23 0.57 0.03
-0.39 -0.29 -0.20
-0.24 0.27 0.14
-0.04 -0.05 0.14
-0.28 0.28 0.17